1) 10
Properties=species:S:1:pos:R:3:lowdin_charge:R:1 method="wB97M-V/def2-TZVPD" homo_ev=-8.317 smiles="C=C=C[PH2]=S"
C 0.701 -1.658 0.025 -0.137
C 0.204 -0.846 -0.884 -0.283
C -0.137 0.386 -1.190 -0.247
P -0.655 1.248 0.505 0.416
S -0.465 -0.140 1.901 0.174
H 1.721 -1.436 0.269 0.067
H 0.453 -2.742 0.064 0.085
H -0.008 1.135 -1.965 0.047
H -1.906 1.844 0.193 -0.035
H 0.091 2.210 1.084 -0.086

2) 10
Properties=species:S:1:pos:R:3:lowdin_charge:R:1 method="wB97M-V/def2-TZVPD" homo_ev=-8.566 smiles="C=PCC=S"
C -1.028 1.440 -0.462 -0.418
P -1.856 0.182 0.168 0.931
C -0.012 -1.049 0.539 -0.356
C 1.221 -0.652 -0.120 -0.805
S 2.101 0.627 0.104 0.712
H -1.678 2.215 -0.809 -0.016
H -0.066 1.522 -0.297 -0.155
H -0.242 -2.016 0.306 0.007
H 0.052 -0.971 1.582 0.029
H 1.509 -1.299 -1.012 0.071

3) 10
Properties=species:S:1:pos:R:3:lowdin_charge:R:1 method="wB97M-V/def2-TZVPD" homo_ev=-8.698 smiles="S=PC1CC1"
S 0.920 3.238 -0.888 0.047
P -0.469 1.896 -0.405 0.473
C 0.221 0.198 -0.461 -0.615
C 0.177 -0.493 0.927 -0.166
C -0.562 -1.038 -0.272 -0.213
H 1.052 0.055 -1.130 0.082
H -0.538 0.103 1.551 0.081
H 1.119 -0.891 1.392 0.118
H -0.314 -2.072 -0.591 0.118
H -1.606 -0.996 -0.125 0.075

Name the most stable of them. 3).

1) 70
Properties=species:S:1:pos:R:3:lowdin_charge:R:1 method="wB97M-V/def2-TZVPD" homo_ev=-8.101
Cs -1.533 1.091 -0.705 1.664
N -2.280 0.892 4.226 0.111
C -1.864 0.747 2.944 -0.170
N -1.106 -0.192 2.519 0.133
C -0.663 -1.177 3.409 -0.278
N 0.132 -2.111 3.054 0.047
N 0.645 -2.346 1.857 0.052
C 1.891 -2.137 1.717 -0.102
C 2.725 -2.482 0.554 -0.271
C 4.052 -2.841 0.807 -0.061
C 4.917 -3.059 -0.245 -0.079
C 4.460 -2.865 -1.539 -0.057
C 3.122 -2.560 -1.704 -0.138
N 2.265 -2.404 -0.695 0.116
C -1.084 -1.096 4.816 -0.086
C -0.645 -1.983 5.797 -0.018
C -1.006 -1.808 7.118 -0.080
C -1.832 -0.748 7.481 -0.079
C -2.277 0.145 6.526 -0.021
C -1.890 -0.019 5.199 -0.185
H -2.835 1.685 4.499 0.151
H -2.209 1.501 2.246 0.107
H 2.459 -1.673 2.530 0.122
H 4.385 -2.970 1.828 0.114
H 5.938 -3.366 -0.058 0.111
H 5.107 -2.985 -2.396 0.105
H 2.700 -2.432 -2.695 0.104
H -0.006 -2.801 5.494 0.111
H -0.642 -2.485 7.879 0.103
H -2.127 -0.619 8.513 0.106
H -2.918 0.975 6.798 0.113
O 0.938 5.649 -2.694 0.121
C 2.188 5.471 -2.303 -0.510
O 3.041 6.307 -2.483 0.067
C 2.506 4.169 -1.651 -0.060
C 3.766 3.625 -1.531 -0.568
Cl 5.231 4.280 -2.084 0.818
N 3.650 2.443 -0.870 -0.067
N 2.360 2.211 -0.540 0.167
C 1.664 3.230 -0.994 -0.128
C 0.164 3.276 -0.837 -0.798
O -0.475 3.627 -1.864 -0.087
O -0.329 2.921 0.240 -0.352
C 4.630 1.505 -0.451 -0.173
C 4.348 0.743 0.682 -0.005
C 5.267 -0.184 1.136 -0.101
C 6.455 -0.391 0.450 -0.106
C 6.716 0.347 -0.693 -0.078
C 5.822 1.309 -1.140 -0.042
H 0.353 4.867 -2.474 0.061
H 3.403 0.897 1.182 0.110
H 5.058 -0.731 2.047 0.100
H 7.175 -1.118 0.804 0.105
H 7.632 0.172 -1.242 0.105
H 6.060 1.890 -2.016 0.065
C -3.531 -4.022 -3.548 -0.026
N -3.331 -3.022 -2.524 -0.098
C -4.284 -1.969 -2.243 -0.030
C -3.429 -1.006 -1.404 -0.600
O -3.822 0.036 -0.907 -0.227
N -2.180 -1.506 -1.317 0.001
C -2.148 -2.661 -1.976 -0.412
N -1.035 -3.367 -2.071 0.227
H -4.599 -4.178 -3.673 0.094
H -3.079 -4.970 -3.253 0.086
H -3.106 -3.710 -4.507 0.098
H -5.131 -2.332 -1.657 0.139
H -4.653 -1.476 -3.145 0.141
H -0.239 -3.046 -1.499 0.116
H -1.025 -4.282 -2.481 0.108

2) 70
Properties=species:S:1:pos:R:3:lowdin_charge:R:1 method="wB97M-V/def2-TZVPD" homo_ev=-8.272
Cs -0.187 0.286 0.757 1.205
N -1.855 -0.656 -3.795 0.127
C -1.367 -0.782 -2.543 -0.187
N -2.057 -0.705 -1.459 0.043
C -3.409 -0.366 -1.557 -0.295
N -4.105 -0.021 -0.536 0.062
N -3.429 0.168 0.644 -0.014
C -3.962 -0.351 1.676 -0.099
C -3.420 -0.138 3.034 -0.276
C -4.226 -0.441 4.125 -0.026
C -3.731 -0.224 5.404 -0.061
C -2.453 0.283 5.550 -0.050
C -1.712 0.544 4.403 -0.117
N -2.174 0.325 3.177 0.035
C -4.048 -0.415 -2.879 -0.087
C -5.427 -0.313 -3.058 -0.016
C -5.970 -0.313 -4.327 -0.077
C -5.137 -0.414 -5.439 -0.078
C -3.771 -0.524 -5.284 -0.019
C -3.225 -0.530 -4.002 -0.177
H -1.210 -0.622 -4.567 0.153
H -0.297 -0.946 -2.478 0.111
H -4.877 -0.944 1.604 0.120
H -5.224 -0.830 3.971 0.110
H -4.340 -0.449 6.270 0.109
H -2.030 0.471 6.528 0.108
H -0.701 0.939 4.476 0.110
H -6.056 -0.226 -2.182 0.112
H -7.041 -0.234 -4.457 0.104
H -5.561 -0.413 -6.436 0.106
H -3.121 -0.612 -6.148 0.114
O 4.365 0.873 5.155 0.123
C 4.938 -0.017 4.369 -0.513
O 6.060 -0.418 4.562 0.062
C 4.103 -0.552 3.248 -0.058
C 4.349 -1.727 2.571 -0.548
Cl 5.647 -2.793 2.846 0.833
N 3.373 -1.895 1.632 -0.052
N 2.527 -0.838 1.664 0.072
C 2.944 -0.037 2.622 -0.133
C 2.181 1.242 2.932 -0.621
O 2.183 1.604 4.128 0.015
O 1.597 1.798 1.980 -0.281
C 3.089 -2.943 0.696 -0.149
C 3.840 -4.113 0.625 -0.039
C 3.514 -5.097 -0.297 -0.077
C 2.441 -4.945 -1.156 -0.088
C 1.687 -3.786 -1.078 -0.075
C 2.003 -2.791 -0.168 -0.026
H 3.443 1.104 4.846 0.041
H 4.674 -4.274 1.282 0.037
H 4.115 -5.997 -0.332 0.107
H 2.193 -5.719 -1.870 0.103
H 0.833 -3.645 -1.728 0.102
H 1.371 -1.921 -0.125 0.024
C 2.675 5.251 -2.056 -0.029
N 2.080 3.937 -2.127 -0.099
C 2.053 3.073 -3.289 -0.038
C 1.284 1.863 -2.737 -0.480
O 1.047 0.860 -3.388 0.022
N 0.921 2.111 -1.445 0.088
C 1.406 3.316 -1.138 -0.413
N 1.233 3.885 0.061 0.217
H 3.226 5.434 -2.975 0.092
H 3.383 5.322 -1.227 0.092
H 1.921 6.034 -1.949 0.095
H 3.053 2.781 -3.611 0.136
H 1.519 3.514 -4.133 0.135
H 1.078 3.257 0.853 0.067
H 1.774 4.704 0.279 0.103

Name the most stable of them. 2).

1) 18
Properties=species:S:1:pos:R:3:lowdin_charge:R:1 method="wB97M-V/def2-TZVPD" homo_ev=-13.142 total_charge=+1
C 2.199 -0.464 -0.262 -0.200
C -2.622 0.329 -0.273 -0.032
C -3.941 0.949 -0.429 0.047
C 4.538 0.017 0.522 -0.078
N -1.337 -1.318 0.716 0.127
N 3.144 0.086 0.282 0.070
N 1.019 -0.601 -0.723 0.047
O -2.442 -0.502 0.659 0.045
H -1.830 0.721 -0.856 0.148
H -3.852 2.001 -0.146 0.130
H -4.634 0.554 0.136 0.051
H -3.927 1.010 -1.524 0.130
H 4.834 0.820 -0.075 0.073
H 4.758 0.414 1.497 0.085
H 5.067 -0.926 0.394 0.101
H -1.355 -1.884 1.541 0.123
H -0.499 -0.896 0.235 0.057
H 0.881 -0.309 -1.694 0.078

2) 18
Properties=species:S:1:pos:R:3:lowdin_charge:R:1 method="wB97M-V/def2-TZVPD" homo_ev=-13.977 total_charge=+1 smiles="CO[C@@H]1N=NC[N@H+]1C"
C 0.443 -1.959 2.003 0.015
O 0.462 -1.393 0.635 -0.081
C 0.423 -0.038 0.502 -0.332
N -0.554 0.634 1.470 0.109
N -1.417 1.233 0.923 0.050
C -1.381 1.214 -0.543 -0.011
N -0.127 0.270 -0.827 -0.030
C 0.808 0.730 -1.900 0.034
H 0.398 -3.002 1.753 0.098
H -0.537 -1.666 2.562 0.126
H 1.201 -1.582 2.583 0.064
H 1.332 0.679 0.446 0.198
H -2.387 0.803 -0.833 0.156
H -1.365 2.168 -1.034 0.127
H -0.463 -0.603 -1.106 0.151
H 1.274 1.704 -1.692 0.125
H 1.563 0.012 -2.105 0.105
H 0.328 0.797 -2.836 0.095

Name the most stable of them. 2).

1) 42
Properties=species:S:1:pos:R:3:lowdin_charge:R:1 method="wB97M-V/def2-TZVPD" homo_ev=-11.493 smiles=CC#N.CC#N.CC#N.CC#N.CC#N.CC#N.CC#N
C 4.388 0.814 -6.374 -0.070
C 3.607 -0.434 -6.152 -0.273
N 3.006 -1.428 -5.964 0.106
H 3.843 1.294 -7.187 0.075
H 5.376 0.613 -6.787 0.080
H 4.371 1.358 -5.430 0.082
C 1.457 -2.045 0.031 -0.069
C 2.087 -0.697 -0.034 -0.274
N 2.626 0.334 -0.016 0.106
H 0.374 -1.935 -0.024 0.078
H 1.565 -2.486 1.022 0.077
H 1.963 -2.631 -0.735 0.081
C 2.846 7.257 0.795 -0.071
C 2.668 7.303 2.229 -0.311
N 2.606 7.383 3.367 0.126
H 1.959 7.598 0.261 0.086
H 3.061 6.207 0.597 0.085
H 3.768 7.815 0.631 0.085
C 8.511 3.535 1.109 -0.061
C 8.760 3.049 -0.245 -0.318
N 8.926 2.699 -1.294 0.128
H 7.617 3.030 1.475 0.085
H 8.400 4.600 0.906 0.084
H 9.360 3.270 1.740 0.083
C -4.758 -8.844 -0.384 -0.073
C -3.679 -7.885 -0.632 -0.290
N -2.807 -7.168 -0.872 0.119
H -4.660 -9.417 0.537 0.083
H -4.817 -9.496 -1.255 0.083
H -5.654 -8.229 -0.293 0.078
C -6.822 -3.023 0.757 -0.072
C -7.907 -3.554 1.617 -0.275
N -8.770 -3.972 2.279 0.112
H -5.855 -3.168 1.238 0.079
H -6.927 -2.009 0.370 0.081
H -6.803 -3.767 -0.039 0.075
C -6.106 2.577 3.906 -0.057
C -4.765 1.972 3.612 -0.292
N -3.738 1.503 3.426 0.113
H -6.714 1.744 4.258 0.078
H -6.528 2.869 2.944 0.076
H -5.834 3.361 4.612 0.082

2) 42
Properties=species:S:1:pos:R:3:lowdin_charge:R:1 method="wB97M-V/def2-TZVPD" homo_ev=-11.575 smiles=CC#N.CC#N.CC#N.CC#N.CC#N.CC#N.CC#N
C 4.631 3.808 0.913 -0.059
C 3.230 3.400 1.008 -0.264
N 2.134 3.072 1.074 0.148
H 5.115 3.165 0.179 0.085
H 5.132 3.724 1.871 0.081
H 4.668 4.833 0.548 0.078
C -2.252 -4.741 -0.898 -0.078
C -1.711 -6.013 -1.368 -0.288
N -1.263 -7.016 -1.708 0.130
H -2.815 -4.937 0.014 0.081
H -2.861 -4.213 -1.622 0.084
H -1.406 -4.107 -0.617 0.042
C 0.300 4.150 -1.680 -0.075
C 1.478 5.014 -1.570 -0.289
N 2.398 5.681 -1.440 0.126
H 0.144 3.906 -2.727 0.084
H -0.554 4.641 -1.224 0.058
H 0.486 3.251 -1.100 0.028
C -0.115 -3.538 3.154 -0.086
C 0.887 -3.386 4.191 -0.287
N 1.666 -3.253 5.022 0.124
H -0.420 -4.577 3.031 0.081
H 0.236 -3.212 2.175 0.038
H -1.007 -2.960 3.396 0.082
C 0.890 -3.512 -2.762 -0.078
C 0.691 -3.520 -4.211 -0.284
N 0.525 -3.524 -5.344 0.121
H 1.355 -2.573 -2.479 0.066
H 1.526 -4.356 -2.502 0.089
H -0.075 -3.624 -2.284 0.035
C -4.241 4.039 1.800 -0.056
C -3.228 3.605 0.829 -0.251
N -2.450 3.264 0.066 0.150
H -4.346 3.260 2.555 0.084
H -5.172 4.254 1.289 0.082
H -3.886 4.925 2.326 0.084
C 0.017 0.671 0.009 -0.081
C 0.116 -0.777 0.006 -0.240
N 0.191 -1.921 0.024 0.145
H -0.933 0.992 -0.414 0.065
H 0.832 1.095 -0.570 0.063
H 0.089 1.007 1.041 0.079

Name the most stable of them. 2).